A) {"formula": "C5H9N", "method": "ωB97M-V/def2-TZVPD", "homo_energy_ev": [-12.90, -14.75], "lumo_ha": [-0.2662, -0.2647], "s_squared": 0.755, "orbital_gap_ev": [5.661, 7.547], "charge": 1, "mol_weight_g_mol": 83.13, "spin_multiplicity": 2, "elements": ["C", "H", "H", "N", "H", "C", "C", "C", "H", "C", "H", "H", "H", "H", "H"], "xyz": [[-1.88834, -0.73997, -0.03300], [1.09476, 1.83789, -0.53466], [-1.25057, -1.56250, 0.22099], [-1.85820, 0.51739, 0.47525], [1.71957, 0.07378, 1.27957], [2.08791, -1.23920, -0.76883], [-0.62435, 1.17289, 0.64669], [1.47805, -0.26853, 0.23088], [0.88997, -1.18110, 0.25516], [0.52336, 0.84940, -0.31129], [0.03671, 0.37978, -1.22123], [3.07712, -0.86794, -1.25822], [-2.77524, -0.97735, -0.65114], [1.52071, -2.16898, -1.07688], [-0.76544, 2.19722, 1.07299]]}

---

B) {"formula": "C5H9N", "method": "ωB97M-V/def2-TZVPD", "homo_energy_ev": [-13.70, -13.68], "lumo_ha": [-0.1894, -0.2910], "s_squared": 0.785, "orbital_gap_ev": [8.545, 5.760], "charge": 1, "mol_weight_g_mol": 83.13, "spin_multiplicity": 2, "elements": ["H", "H", "H", "C", "C", "H", "N", "H", "H", "C", "C", "H", "H", "H", "C"], "xyz": [[1.19991, 0.53562, 0.51635], [0.69195, 1.96087, -1.43440], [-0.70516, 0.41548, -3.59073], [-0.22131, -0.90279, 1.64350], [0.05151, 1.10992, -1.71455], [-1.20156, -0.49275, 2.16672], [0.79569, -1.06309, 2.67001], [0.90846, -2.01672, 2.85604], [-1.28891, -0.47775, -0.91344], [-0.52653, 1.23970, -2.94917], [-0.30012, -0.05474, -0.73266], [0.52319, -0.55262, 3.48991], [-0.61286, -1.81517, 1.16548], [-0.83358, 2.21330, -3.46946], [0.28790, -0.11353, 0.50678]]}

---

Stability check: which of them is least stable? A).